(1)
DFT (the ωB97M-V functional and the def2-TZVPD basis) results for 6 unconnected molecules or ions with the total composition C28H26N6O8 in a non-equilibrium geometry.

The geometry in XYZ format:
```
68
Properties=species:S:1:pos:R:3:forces:R:3:lowdin_charge:R:1
O -0.698962 3.028123 1.504956 -2.08 0.73 -0.19 0.090
O -8.559141 -9.100949 -4.242424 -0.83 0.81 -0.70 0.084
O 2.441382 9.403800 2.108305 1.06 -0.71 0.75 0.070
O 1.613155 -10.259292 -7.985900 0.36 1.25 -0.58 0.081
O 1.329135 2.697547 1.886667 2.07 -0.35 0.55 0.095
O 2.083226 11.331284 2.850805 -0.47 1.64 0.78 0.081
O 2.906793 -8.743803 -8.973443 -3.17 -0.94 2.04 0.035
O -7.559263 -10.394053 -2.898755 0.56 1.24 0.59 0.067
N -2.851517 5.467567 6.753874 0.06 1.80 -1.10 0.110
N 1.881706 -9.102754 -8.289360 2.23 -0.04 -1.10 -0.306
N 2.737068 10.330982 2.842997 0.53 -0.36 -0.72 -0.359
N 0.272748 2.341221 1.468220 -0.54 -1.18 -0.53 -0.390
N -7.763009 -9.272463 -3.358432 0.22 -1.28 -0.55 -0.361
N 7.571821 3.385650 7.128242 -2.38 -1.02 0.23 0.112
C -6.986648 -8.103453 -2.932256 2.35 -0.14 2.16 -0.116
C 6.499170 2.931644 7.227076 1.55 0.80 -0.17 -0.266
C -5.618602 -5.922621 -1.943164 0.04 0.65 -0.02 -0.083
C 1.410466 -6.749690 -7.639442 0.55 0.22 -0.26 -0.011
C -0.854716 0.787421 -0.145411 0.39 -0.47 -0.67 -0.002
C 4.743851 9.129582 3.819936 -1.01 1.07 -0.90 -0.009
C -0.729567 -6.099542 -6.746184 -0.78 -0.46 -0.26 -0.080
C 1.126658 -1.131455 0.235151 -0.89 -0.36 -1.80 -0.069
C 6.327860 10.220491 5.328759 -1.90 0.70 -1.24 -0.055
C -0.780148 -0.308785 -1.058800 1.42 -0.77 1.35 -0.058
C 0.983468 -8.057221 -7.774026 -1.31 0.31 0.78 -0.136
C 5.855124 9.091593 4.636959 0.76 0.25 0.45 -0.079
C -1.220825 -7.405573 -6.874809 1.65 0.53 -0.19 -0.059
C 0.562372 -5.787154 -7.116465 -0.38 0.12 -0.07 -0.077
C 1.169670 0.027056 0.991353 -1.34 0.31 0.00 -0.015
C -5.305658 -7.172984 -1.446108 -0.60 -0.30 -0.56 -0.076
C -5.960935 -8.300167 -1.948644 -0.70 0.84 -0.40 0.020
C 5.142265 2.353343 7.333968 -0.11 0.45 0.27 -0.080
C 3.982387 10.319336 3.699741 1.09 -1.08 0.40 -0.119
C 0.149455 1.001871 0.804659 0.78 -1.03 -0.90 -0.117
C -2.754246 7.811330 5.520163 -0.16 -0.76 0.51 -0.071
C -6.556579 -5.705690 -2.962947 2.02 -0.39 1.97 -0.064
C -2.810801 6.485423 6.189181 0.05 -1.05 0.93 -0.273
C -7.196995 -6.818360 -3.426114 -1.87 -0.27 -1.20 -0.025
C -0.332251 -8.374353 -7.346769 -0.31 -0.24 -0.62 0.002
C 5.588877 11.422694 5.168864 0.30 -1.62 -0.13 -0.052
C 0.217116 -1.306339 -0.882373 -0.08 2.17 2.01 -0.045
C 4.415125 11.454254 4.369059 0.26 0.26 1.03 -0.010
H -7.968103 -6.632887 -4.159197 -0.14 -0.49 -0.20 0.119
H -5.646159 -9.228396 -1.495079 -0.60 -0.41 -0.45 0.114
H 5.962835 12.265480 5.731237 -0.41 0.39 -0.22 0.098
H -0.780669 -9.343684 -7.507084 0.56 -0.35 0.02 0.114
H 3.810587 12.348519 4.403985 -0.01 0.07 -0.37 0.112
H 7.228588 10.159458 5.921522 -0.07 0.11 0.08 0.103
H -1.469417 -0.448859 -1.878368 -0.28 0.34 0.14 0.096
H 0.864086 -4.751114 -7.071933 0.26 -0.02 0.04 0.107
H -1.993648 7.776099 4.740185 -0.24 0.13 -0.07 0.080
H -2.250245 -7.625085 -6.632915 0.07 -0.22 -0.03 0.106
H -6.645764 -4.662395 -3.227488 -0.71 -0.26 -0.66 0.111
H 6.442450 8.192972 4.754964 -0.17 -0.27 -0.26 0.105
H -1.685873 1.470475 -0.240345 0.18 0.29 0.02 0.111
H -4.587845 -7.279634 -0.646256 0.09 -0.05 -0.05 0.106
H 4.358984 3.049875 7.034947 0.34 0.19 -0.62 0.078
H -5.136164 -5.055071 -1.517711 0.16 0.07 0.08 0.102
H -2.505760 8.586788 6.244747 0.11 -0.14 0.02 0.077
H -3.752694 8.031198 5.142198 0.19 0.02 -0.29 0.077
H 4.453802 8.341288 3.141063 0.03 -0.46 0.36 0.114
H 1.877803 0.108571 1.802724 0.13 0.28 -0.13 0.114
H 4.843115 2.203390 8.371330 0.56 -0.47 0.12 0.077
H 0.260574 -2.174232 -1.523673 0.09 0.00 0.04 0.094
H 2.385744 -6.422232 -7.968099 0.15 -0.35 -0.05 0.120
H 5.061381 1.437338 6.748744 0.03 0.07 0.17 0.079
H -1.429786 -5.325187 -6.469676 0.13 0.18 0.26 0.103
H 1.831140 -1.928186 0.423072 0.16 0.05 0.10 0.097
```
Forces are in eV/Å.

Results
- E_LUMO: -0.84 eV
- SMILES: O=[N+]([O-])c1ccccc1.O=[N+]([O-])c1ccccc1.O=[N+]([O-])c1ccccc1.O=[N+]([O-])c1ccccc1.CC#N.CC#N
- E_HOMO: -10.109 eV
- Net charge: 0
- ΔE to the lowest compared entry with this formula, charge and spin: 140.9 kJ/mol
- Kohn-Sham gap: 9.27 eV

=====

(2)
DFT (the ωB97M-V functional and the def2-TZVPD basis) results for a gas-phase ion, C8H11N4O2S (charge -1) in a non-equilibrium geometry.

The geometry in XYZ format:
```
26
Properties=species:S:1:pos:R:3:forces:R:3:lowdin_charge:R:1
S 3.328067 2.478854 0.542613 0.63 0.98 0.08 0.536
O 0.091065 0.765329 -2.209913 0.69 -0.24 -0.85 -0.024
O -1.135724 0.499851 -0.362640 -0.05 -0.57 1.02 -0.087
N 1.195365 0.887349 -0.143670 0.96 2.03 0.05 0.163
N 0.688615 -1.635187 1.542148 -0.18 0.20 1.98 0.013
N 0.386665 -1.151333 -0.874798 -0.41 0.34 1.07 0.088
N 1.217662 -3.001390 -0.171515 0.90 -2.72 2.38 0.052
C 0.735152 -1.822124 0.304413 -0.27 0.33 -1.67 -0.423
C 2.035661 1.702341 0.046440 -1.07 -2.22 0.07 -0.803
C 0.228909 -0.433141 2.170445 -3.43 0.32 -0.82 -0.182
C 0.089135 0.301690 -1.060404 -0.78 -0.56 -0.21 -0.716
C -2.282344 2.382807 0.732344 2.85 -1.97 0.66 -0.048
C 0.624040 -1.984426 -1.928442 -0.33 2.75 -3.37 -0.112
C -1.631233 1.800662 -0.533535 0.33 -0.21 1.72 -0.262
C 1.172805 -3.114110 -1.564276 -0.07 -0.99 1.75 -0.114
H -2.588721 3.351283 0.537908 -0.82 2.00 -0.32 0.035
H -0.850778 2.405216 -0.859914 1.61 1.38 -0.31 0.088
H 1.294809 -3.706937 0.611710 0.12 0.89 -1.94 0.165
H 1.572291 -3.963653 -2.049566 0.10 -0.40 -0.57 0.083
H -2.238558 1.765193 -1.372435 -1.96 0.19 -1.43 0.095
H -0.254972 0.280525 1.436479 0.08 -1.08 1.09 0.048
H 0.517827 -1.475633 -2.900705 0.01 -0.75 0.46 0.126
H -1.562073 2.395192 1.631479 -0.88 -0.03 -1.48 0.105
H -0.589714 -0.633513 3.001800 1.89 0.27 -1.30 0.097
H 1.035872 0.152771 2.478879 1.41 0.68 1.41 0.030
H -3.079831 1.752387 0.995164 -1.36 -0.64 0.55 0.046
```
Forces are in eV/Å.

Results
- E_LUMO: 3.30 eV
- SMILES: CCO[C@@]([O-])(N=C=S)n1cc[nH]/c1=N/C
- E_HOMO: -3.720 eV
- Net charge: -1
- ΔE to the lowest compared entry with this formula, charge and spin: 0.0 kJ/mol
- Kohn-Sham gap: 7.02 eV

=====

(3)
DFT (the ωB97M-V functional and the def2-TZVPD basis) results for C7H8OP2 in the gas phase in a non-equilibrium geometry.

The geometry in XYZ format:
```
18
Properties=species:S:1:pos:R:3:forces:R:3:lowdin_charge:R:1
P -1.049798 -1.866495 -0.351193 0.67 2.85 -2.03 0.965
P -3.112332 0.412387 0.748303 1.60 0.16 0.48 0.795
O -1.014732 0.987061 -0.784516 0.08 0.68 -0.78 -0.168
C -2.005300 0.022122 -0.786151 -0.99 -2.02 1.16 -0.630
C 1.595582 -1.151786 0.409416 0.62 -2.89 0.89 -0.165
C 2.392699 1.107744 0.401819 -1.09 -0.90 -0.89 -0.061
C 0.380954 -0.739598 -0.005831 -1.83 0.91 0.40 -0.485
C 1.178516 1.578572 -0.142344 1.01 -4.24 1.41 0.024
C 0.178284 0.611031 -0.285836 0.51 0.38 -0.07 -0.318
C 2.619537 -0.268977 0.607542 1.32 0.83 1.24 -0.102
H -3.388356 -0.859662 1.257287 0.11 -0.44 0.00 -0.148
H 3.128202 1.835748 0.595428 1.02 0.54 0.25 0.084
H -2.634643 0.150347 -1.687506 0.66 -0.51 0.28 0.070
H 1.054572 2.550669 -0.405460 -0.55 2.69 -0.58 0.082
H 3.542608 -0.671658 1.098342 -0.75 0.76 -0.75 0.116
H -0.181438 -1.949984 -1.561536 -1.65 -0.63 0.24 -0.030
H 1.686690 -2.269204 0.648371 0.29 1.75 -0.34 0.131
H -4.371037 0.521688 0.243872 -1.04 0.10 -0.91 -0.159
```
Forces are in eV/Å.

Results
- E_LUMO: 0.53 eV
- SMILES: P[C@H]1Oc2ccccc2P1
- E_HOMO: -8.327 eV
- Net charge: 0
- ΔE to the lowest compared entry with this formula, charge and spin: 0.0 kJ/mol
- Kohn-Sham gap: 8.86 eV

=====

(4)
DFT (the ωB97M-V functional and the def2-TZVPD basis) results for 2 unconnected molecules or ions with the total composition C5H12O2.

The geometry in XYZ format:
```
19
Properties=species:S:1:pos:R:3:forces:R:3:lowdin_charge:R:1
O 1.113614 -1.534677 -0.532608 0.10 0.51 0.12 0.046
O -3.027665 0.459469 0.112866 -0.25 -0.19 0.06 -0.073
C 1.259040 -0.377523 -0.215621 -0.03 -0.30 -0.04 -0.322
C 1.276811 0.128507 1.203103 -0.05 -0.07 0.03 -0.227
C 2.716980 0.485472 1.585465 0.11 0.02 0.02 -0.101
C -1.783767 0.114295 -0.464886 0.40 -0.03 -0.15 -0.348
C -1.905273 -0.360532 -1.905645 -0.06 -0.01 -0.04 -0.082
H -2.494689 0.356129 -2.485916 0.10 -0.08 0.05 0.078
H 3.359214 -0.398468 1.520157 -0.07 0.14 0.03 0.081
H 3.123158 1.251851 0.915611 -0.04 -0.10 0.11 0.076
H 0.872039 -0.647881 1.859368 0.07 0.09 -0.09 0.118
H -1.270349 -0.649342 0.137576 -0.16 0.14 -0.07 0.098
H -3.567584 -0.339993 0.129539 -0.02 0.16 0.03 0.086
H 0.637628 1.018179 1.274901 0.10 -0.14 -0.04 0.110
H 1.424096 0.402555 -0.993546 0.02 -0.11 0.04 0.132
H 2.765243 0.870220 2.607629 -0.02 -0.04 -0.15 0.074
H -2.399768 -1.337724 -1.956218 0.04 0.13 0.01 0.078
H -0.919031 -0.469679 -2.369730 -0.14 0.00 0.10 0.068
H -1.179693 1.029147 -0.422050 -0.11 -0.12 -0.01 0.107
```
Forces are in eV/Å.

Results
- E_LUMO: 0.80 eV
- SMILES: CCC=O.CCO
- E_HOMO: -9.958 eV
- Net charge: 0
- ΔE to the lowest compared entry with this formula, charge and spin: 123.2 kJ/mol
- Kohn-Sham gap: 10.76 eV